ORCA calculation (ωB97M-V/def2-TZVPD) on 6 unconnected molecules or ions with the total composition C54H120N6 in a non-equilibrium geometry.

Computed properties:
energy relative to the best compared isomer or geometry (same formula, charge and spin) = 5.1940 eV
gap between HOMO and LUMO = 8.11 eV
spin multiplicity = 1
charge = +6
energy = -66823.84308 eV
HOMO energy = -19.84 eV

CARTESIAN COORDINATES (ANGSTROEM)
C 4.797 11.660 -1.349
C 4.832 10.690 -2.546
C 4.009 9.386 -2.426
C 4.960 8.229 -2.086
N 4.292 6.860 -1.927
C 5.192 5.892 -1.197
C 4.252 4.715 -0.902
C 2.882 5.460 -0.759
C 3.136 6.986 -0.986
C 4.017 6.443 -3.368
H 5.591 12.356 -1.610
H 4.993 11.087 -0.442
H 3.853 12.193 -1.280
H 5.851 10.521 -2.891
H 4.309 11.221 -3.346
H 3.507 9.143 -3.363
H 3.257 9.558 -1.656
H 5.503 8.432 -1.158
H 5.756 8.106 -2.818
H 6.016 5.678 -1.877
H 5.591 6.413 -0.329
H 4.312 3.874 -1.592
H 4.505 4.235 0.045
H 2.052 5.158 -1.404
H 2.479 5.288 0.243
H 2.263 7.414 -1.462
H 3.492 7.417 -0.056
H 3.863 5.361 -3.423
H 4.959 6.561 -3.892
H 3.078 6.904 -3.647
C -5.985 2.406 4.420
C -5.963 1.999 2.909
C -5.298 3.064 1.993
C -5.272 2.512 0.578
N -4.669 3.506 -0.423
C -4.270 2.845 -1.746
C -3.063 3.617 -2.316
C -2.925 4.802 -1.349
C -3.407 4.199 0.002
C -5.694 4.626 -0.686
H -6.302 1.481 4.900
H -6.624 3.243 4.692
H -5.006 2.657 4.835
H -7.001 1.878 2.602
H -5.483 1.019 2.936
H -4.262 3.226 2.285
H -5.892 3.975 2.034
H -6.250 2.336 0.128
H -4.733 1.572 0.447
H -5.199 2.791 -2.308
H -3.880 1.863 -1.480
H -3.212 3.904 -3.361
H -2.168 3.006 -2.457
H -3.587 5.584 -1.709
H -1.914 5.202 -1.309
H -3.469 4.994 0.738
H -2.705 3.426 0.315
H -5.576 5.432 0.029
H -6.681 4.173 -0.659
H -5.484 4.977 -1.690
C 7.303 -4.829 -0.231
C 7.462 -5.202 1.257
C 6.545 -6.337 1.718
C 5.994 -6.162 3.118
N 4.892 -7.090 3.570
C 4.693 -7.077 5.099
C 4.459 -8.556 5.494
C 4.289 -9.310 4.174
C 5.224 -8.547 3.265
C 3.649 -6.749 2.777
H 7.931 -5.416 -0.892
H 7.542 -3.771 -0.360
H 6.221 -4.849 -0.393
H 7.236 -4.301 1.842
H 8.514 -5.359 1.499
H 7.152 -7.247 1.747
H 5.792 -6.538 0.951
H 5.606 -5.150 3.262
H 6.788 -6.274 3.857
H 3.821 -6.435 5.188
H 5.571 -6.678 5.599
H 3.535 -8.523 6.073
H 5.214 -9.021 6.119
H 3.271 -9.507 3.839
H 4.669 -10.321 4.336
H 5.167 -8.903 2.240
H 6.212 -8.698 3.704
H 3.652 -5.669 2.609
H 2.789 -7.013 3.385
H 3.636 -7.149 1.768
C -2.307 1.494 3.143
C -0.953 0.919 3.676
C 0.187 1.204 2.668
C 0.181 0.473 1.327
N 1.588 0.390 0.715
C 1.617 -0.168 -0.680
C 3.052 -0.609 -0.886
C 3.425 -1.240 0.475
C 2.433 -0.621 1.463
C 2.068 1.849 0.652
H -3.002 1.480 3.980
H -2.720 0.981 2.269
H -2.138 2.511 2.787
H -1.001 -0.094 4.065
H -0.720 1.580 4.513
H 1.114 1.056 3.229
H 0.185 2.284 2.519
H -0.481 0.976 0.617
H -0.263 -0.525 1.338
H 1.334 0.626 -1.372
H 0.858 -0.953 -0.692
H 3.661 0.265 -1.121
H 3.071 -1.223 -1.785
H 4.495 -1.067 0.588
H 3.380 -2.328 0.396
H 3.020 -0.065 2.194
H 1.775 -1.332 1.953
H 3.086 1.870 0.278
H 2.008 2.440 1.562
H 1.304 2.353 0.061
C -0.463 -3.023 -6.234
C -1.883 -2.879 -5.679
C -2.534 -1.542 -5.950
C -4.049 -1.507 -5.647
N -4.784 -0.206 -5.951
C -6.300 -0.402 -6.206
C -6.599 0.429 -7.443
C -5.418 1.350 -7.664
C -4.237 0.495 -7.178
C -4.607 0.637 -4.713
H -0.404 -3.320 -7.283
H 0.036 -3.843 -5.717
H 0.060 -2.065 -6.208
H -1.859 -3.042 -4.593
H -2.510 -3.732 -5.954
H -2.486 -1.233 -6.997
H -2.001 -0.697 -5.496
H -4.388 -1.819 -4.660
H -4.520 -2.200 -6.348
H -6.866 -0.122 -5.323
H -6.512 -1.435 -6.476
H -7.535 0.955 -7.234
H -6.919 -0.187 -8.283
H -5.450 2.208 -6.986
H -5.365 1.748 -8.674
H -3.355 1.071 -6.914
H -4.060 -0.262 -7.942
H -4.959 1.647 -4.926
H -3.527 0.730 -4.590
H -5.140 0.206 -3.873
C 0.600 -6.009 1.496
C -0.557 -5.115 1.091
C -1.021 -4.096 2.145
C -1.717 -4.774 3.338
N -2.737 -3.961 4.122
C -3.919 -3.396 3.328
C -3.919 -1.911 3.589
C -3.183 -1.710 4.895
C -2.066 -2.725 4.753
C -3.302 -4.952 5.149
H 1.050 -6.579 0.679
H 0.239 -6.851 2.100
H 1.394 -5.499 2.040
H -1.400 -5.642 0.646
H -0.119 -4.522 0.276
H -1.603 -3.354 1.593
H -0.119 -3.629 2.553
H -0.888 -5.042 3.985
H -2.372 -5.557 2.959
H -4.847 -3.849 3.668
H -3.778 -3.679 2.286
H -4.929 -1.493 3.599
H -3.488 -1.303 2.787
H -3.681 -1.960 5.832
H -2.697 -0.747 5.036
H -1.547 -3.026 5.662
H -1.309 -2.429 4.027
H -3.578 -5.865 4.629
H -4.124 -4.498 5.691
H -2.459 -5.187 5.797

Force components x, y, z for each atom (eV/Å):
C 0.464 -1.082 -0.773
C -1.359 0.566 -0.756
C 0.882 -0.424 0.182
C 0.346 0.445 0.866
N 1.030 1.905 -0.264
C 0.039 -0.307 -1.420
C -0.273 0.508 0.840
C -0.806 -0.154 0.753
C 0.030 -2.982 -0.684
C -0.398 -1.720 1.606
H -0.025 0.293 0.759
H 0.196 0.496 0.279
H -0.043 -0.074 0.073
H 0.003 -0.184 0.071
H 0.462 0.082 -0.218
H -0.068 0.215 -0.050
H -0.035 -0.262 0.054
H -0.306 0.012 0.193
H -0.208 0.079 -0.250
H 0.100 -0.179 0.184
H -0.160 -0.144 0.147
H -0.211 0.458 -0.580
H 0.145 0.339 0.149
H 0.461 -0.329 -0.385
H 0.108 0.191 0.047
H 0.199 0.617 0.208
H -0.129 0.619 -0.249
H -0.245 0.032 0.350
H -0.407 0.810 -0.513
H 0.474 0.504 -0.705
C 0.222 -0.531 -0.565
C 0.032 1.424 1.278
C -0.321 -1.644 -0.249
C 0.066 0.584 -1.075
N -0.068 1.149 0.411
C 0.345 -0.372 0.797
C -0.481 0.413 -0.864
C 0.345 -0.773 -0.054
C 1.026 0.395 -1.456
C 0.300 -0.881 -0.521
H -0.276 0.355 0.539
H -0.305 -0.154 -0.243
H 0.181 -0.102 -0.293
H -0.002 -0.197 -0.127
H 0.244 0.029 -0.748
H -0.074 0.305 0.317
H 0.159 0.151 0.119
H -0.194 -0.131 0.488
H 0.305 0.114 0.390
H 0.264 -0.135 -0.386
H -0.603 -0.248 -0.003
H -0.454 0.461 0.206
H -0.061 -0.211 0.875
H 0.138 0.293 0.347
H -0.044 0.002 0.153
H -0.678 -0.358 0.332
H 0.013 0.019 0.191
H -0.081 -0.112 0.118
H -0.071 0.199 0.055
H -0.292 0.253 0.039
C -0.422 0.656 1.157
C 0.157 1.106 0.215
C 0.673 -1.269 -0.224
C 0.227 0.711 0.712
N 0.551 -0.715 -2.099
C -0.013 -0.479 -0.822
C -1.711 0.785 0.101
C 0.434 -1.038 0.750
C -0.088 -0.674 1.085
C 0.157 0.911 0.767
H -0.434 -0.204 -0.216
H 0.423 -0.128 -0.069
H 0.150 -0.472 -0.779
H -0.224 -0.020 -0.031
H -0.065 -0.446 -0.010
H -0.119 -0.103 -0.170
H -0.266 0.233 0.195
H -0.073 -0.029 0.015
H 0.131 -0.081 -0.134
H 0.098 -0.005 0.706
H -0.036 0.360 -0.276
H 0.085 -0.503 0.134
H 0.299 0.409 -0.088
H -0.066 0.684 -0.159
H 0.148 0.022 -0.250
H 0.150 0.814 -0.228
H 0.226 0.015 -0.478
H -0.069 0.046 0.393
H -0.130 -0.260 -0.340
H 0.162 -0.655 0.295
C 0.792 -0.718 0.195
C -0.457 1.612 -1.163
C 0.138 -0.259 1.053
C -0.188 -0.147 -0.298
N -1.030 0.877 0.545
C -0.410 0.781 -0.299
C -0.864 0.045 -0.186
C 0.364 -0.508 -1.802
C 1.613 0.898 0.747
C -0.151 -0.389 0.101
H -0.370 0.199 -0.316
H -0.062 -0.382 0.220
H -0.004 0.188 0.406
H 0.044 -0.167 -0.313
H 0.101 -0.313 0.223
H 0.148 -0.409 -0.307
H -0.220 -0.005 -0.231
H 0.390 0.340 -0.173
H 0.506 -0.230 0.426
H -0.227 -0.139 0.018
H 0.284 -0.228 -0.172
H 0.075 -0.049 0.128
H 0.341 -0.403 0.256
H -0.202 0.391 0.872
H -0.499 0.040 0.235
H -0.391 -0.135 0.368
H -0.031 0.032 -0.071
H -0.165 0.138 -0.323
H 0.356 -0.887 0.553
H 0.471 -0.110 -0.715
C -0.321 -0.167 -0.468
C 0.026 -0.587 0.727
C -0.934 1.317 -0.509
C -0.525 -0.743 -1.102
N 0.124 -0.150 1.238
C 0.538 -0.497 -0.849
C -1.718 0.582 0.322
C 0.299 0.081 0.818
C -1.007 0.281 -0.764
C 0.435 0.773 -1.320
H -0.486 0.068 -0.063
H 0.317 0.393 0.202
H 0.298 -0.184 0.473
H 0.219 0.364 0.069
H -0.090 0.221 -0.635
H 0.305 -0.651 -0.183
H 0.064 -0.300 0.567
H 0.338 0.054 0.166
H 0.164 -0.239 0.088
H 0.200 0.039 0.076
H 0.323 -0.168 0.571
H 0.228 0.410 -0.091
H 0.760 -0.137 -0.173
H -0.381 0.148 -0.177
H 0.348 -0.230 -0.052
H 0.148 -0.228 -0.093
H 0.372 -0.092 0.215
H -0.299 -0.095 0.077
H -0.078 -0.219 0.496
H 0.135 -0.155 -0.023
C -0.530 -1.657 0.592
C 0.971 0.821 -0.758
C 0.223 -0.248 0.077
C -0.945 0.898 -1.357
N 0.091 0.008 0.781
C 0.473 -0.402 -0.558
C -1.042 1.335 -0.244
C 1.398 -0.492 0.579
C -0.003 -1.038 -0.223
C 1.124 0.608 -0.021
H -0.057 0.562 -0.376
H 0.079 0.272 0.451
H -0.131 0.227 -0.020
H 0.041 -0.232 0.197
H -0.463 0.165 -0.059
H -0.276 0.097 0.412
H -0.054 0.355 -0.244
H -0.600 -0.673 0.501
H 0.719 -0.659 0.123
H 0.181 -0.191 0.160
H -0.064 0.118 -0.025
H -0.150 -0.391 0.322
H 0.605 -0.390 0.030
H -0.676 0.213 -0.298
H -0.469 0.219 -0.071
H -0.188 -0.014 0.085
H -0.098 0.185 -0.036
H -0.338 0.160 -0.049
H 0.010 -0.056 0.032
H -0.239 -0.054 0.286